Entry 1:
Density functional theory data (ωB97M-V/def2-TZVPD) for the molecule C4H8N4O.

Its largest force on an atom is 9.63 eV/Å. The value obtained for the energy relative to the best compared isomer or geometry (same formula, charge and spin) is 417.8 kJ/mol. Its structure (SMILES) is CCc1n[nH]c(=O)n1N. The LUMO energy is 0.56 eV. The total energy comes out at -451.3591 hartree. The HOMO energy comes out at -8.79 eV. The calculation puts the frontier orbital gap at 9.35 eV.

```
17
Properties=species:S:1:pos:R:3:mulliken_charge:R:1
C 0.05803 0.26500 0.59903 0.681
H -0.86200 1.07570 2.96580 0.389
H 1.02763 -2.45170 -0.89348 0.316
O -0.23303 -0.52284 -2.70935 -0.683
H 1.28322 -0.75916 1.85838 0.242
H 1.22735 1.03707 1.98205 0.285
C 0.68765 0.22374 1.94383 -0.229
N 0.46445 -0.42360 -0.47847 0.442
H -0.94020 -0.78912 2.97037 0.182
N -0.92561 1.10052 0.27684 -0.609
N 1.41935 -1.34044 -0.55564 -1.094
C -0.29262 -0.08882 -1.54695 0.435
H 0.06492 0.42773 4.17595 0.280
N -1.17860 0.80529 -1.09266 0.145
H -1.75892 1.36884 -1.44310 0.027
H 2.17106 -0.91305 -1.26892 0.290
C -0.25405 0.29909 3.05029 -1.099
```

***

Entry 2:
Density functional theory data (ωB97M-V/def2-TZVPD) for a cluster of 2 separate species, HI3OP in total.

As for the net charge: +1. Its largest force on an atom is 2.43 eV/Å. The value obtained for the energy relative to the best compared isomer or geometry (same formula, charge and spin) is 212.8 kJ/mol. The LUMO energy (spin up / spin down) is -7.90 / -6.98 eV. The total energy comes out at -1309.9846 hartree. The HOMO energy (spin up / spin down) comes out at -13.79 / -13.49 eV. The calculation puts the frontier orbital gap (spin up / spin down) at 5.89 / 6.51 eV.

```
6
Properties=species:S:1:pos:R:3:mulliken_charge:R:1
I -1.95165 3.01158 1.14902 0.282
H 0.02634 -0.42697 0.09388 0.420
I -1.99899 0.90313 -2.39445 0.301
O -0.15696 0.55829 0.25780 -0.394
P -1.62965 0.96940 -0.00389 0.243
I -4.10917 -1.48808 0.61944 0.147
```

***

Entry 3:
Density functional theory data (ωB97M-V/def2-TZVPD) for a structure of composition C32H20F5IN3P2PtSSe2.

As for the net charge: -1. Its largest force on an atom is 0.11 eV/Å. The LUMO energy is 1.94 eV. The total energy comes out at -8195.9931 hartree. The HOMO energy comes out at -4.91 eV. The calculation puts the frontier orbital gap at 6.85 eV.

```
67
Properties=species:S:1:pos:R:3:mulliken_charge:R:1
F -4.45194 0.02188 5.17289 -0.314
C 6.42687 2.41552 0.09832 0.361
H 6.14051 -0.98925 -5.19667 0.387
C 2.43933 5.68492 2.71690 -0.765
C 6.03550 1.03822 -2.48333 0.378
C 4.46694 4.82226 -1.00472 -0.386
C 2.52867 4.89482 3.85560 -0.545
H 2.34067 6.75922 2.80453 0.436
C 7.18506 4.71092 1.47997 -0.547
F -5.08561 -2.22436 3.77990 -0.318
H 2.65490 2.89111 4.62391 0.440
Se 7.37316 -0.65585 -0.04807 -0.373
H 5.91146 3.28244 -5.01365 0.453
C -3.23530 0.84921 3.31927 0.369
H 2.26800 3.31796 -3.09818 0.464
I 0.25561 -0.59419 2.81328 -0.548
Pt 0.26466 1.01899 0.75341 0.691
H 5.87850 3.18244 -2.56333 0.065
C 6.10531 -0.13338 -3.23791 -0.516
F -4.19835 -2.52903 1.22930 -0.316
F -2.70606 -0.62603 0.08082 -0.347
C 7.78839 4.39334 0.26800 -0.750
S -1.76707 1.99054 1.29237 -0.494
C 6.09373 -0.07433 -4.62026 -0.782
H 3.38103 4.81572 -4.70970 0.434
H 2.68617 1.84147 2.40940 0.455
H 5.88383 6.31907 -1.57282 0.452
C 2.58287 3.71375 1.34617 1.039
Se 0.47004 2.73391 -0.99051 -0.473
C 3.44618 3.97471 -1.42855 0.906
C 6.03290 1.15550 -5.26440 -0.549
H 4.77824 4.82985 0.03069 0.603
C -4.01172 -0.12831 3.91488 0.208
C 4.69710 5.67149 -3.24330 -0.577
C 3.68705 4.82120 -3.67159 -1.019
C 2.45448 5.09547 1.46307 -0.215
H 5.18000 6.33783 -3.94742 0.398
H 7.47477 5.60939 2.01063 0.394
H 6.18028 -1.08594 -2.72773 0.411
H 5.75309 4.09669 2.96434 0.427
C 5.08981 5.66644 -1.91250 -0.830
P 2.50376 2.93468 -0.28128 -0.134
H 6.03784 1.20258 -6.34627 0.382
C -2.75396 0.72676 2.02203 -0.249
C -4.33112 -1.27354 3.21330 0.554
N 2.67496 -0.82399 0.26448 -0.985
C -3.11028 -0.43186 1.33754 0.467
P 6.02425 0.82465 -0.67379 -0.104
C 5.96399 2.32074 -4.51919 -0.887
C 3.06404 3.97426 -2.76985 -0.635
H 7.91380 2.98865 -1.34469 0.549
H 8.55740 5.03732 -0.14029 0.436
C -3.87741 -1.42448 1.91622 0.174
H 5.12415 2.04720 1.76120 0.698
N 2.16407 0.39024 0.20821 0.330
C 5.95087 2.26458 -3.13056 0.652
C 3.13622 1.27216 -0.13488 0.098
C 6.22437 3.86606 2.01657 -0.482
C 2.62301 3.51534 3.74086 -0.987
C 5.85320 2.71894 1.32928 -0.620
H 2.35608 5.71115 0.57751 0.505
H 2.50270 5.35512 4.83520 0.410
F -2.94263 1.92776 4.05310 -0.344
C 2.64875 2.92137 2.48858 -0.290
N 3.95295 -0.77151 -0.01494 -0.247
C 4.30078 0.50975 -0.25387 0.768
C 7.41975 3.24607 -0.41616 -0.166
```

***

Entry 4:
Density functional theory data (ωB97M-V/def2-TZVPD) for a structure of composition C24H66AsF6N6O6.

As for the net charge: -1. Its largest force on an atom is 2.95 eV/Å. The value obtained for the energy relative to the best compared isomer or geometry (same formula, charge and spin) is 343.6 kJ/mol. The LUMO energy is 2.51 eV. The total energy comes out at -4568.9459 hartree. The HOMO energy comes out at -5.92 eV. The calculation puts the frontier orbital gap at 8.42 eV.

```
109
Properties=species:S:1:pos:R:3:mulliken_charge:R:1
H -4.42469 16.77953 -11.78335 0.375
H -3.50344 19.13341 -11.41100 0.323
C -2.81808 20.84651 -13.40889 -0.580
F 0.58318 23.14729 -13.79845 -0.613
H 2.29644 22.23912 -13.49480 0.233
F 1.52709 25.14407 -12.69230 -0.330
H -2.28600 20.79575 -14.35930 0.313
H 4.52147 26.41310 -15.56875 0.300
N -1.92200 26.13956 -16.50608 -0.766
C 3.68404 28.05105 -13.39705 -0.092
C 4.29558 22.40885 -13.84913 0.155
H 4.23710 24.17757 -12.54715 0.223
C -0.39302 25.78764 -5.70429 -0.488
H 3.65408 28.71081 -12.52597 0.338
H -6.39571 19.65951 -11.12020 0.305
C -2.70772 28.76081 -6.53400 -1.006
C -3.47160 27.49226 -9.84464 0.639
N -4.83730 27.26522 -9.32616 -0.776
H -1.66281 28.65371 -9.31508 0.238
C 1.65564 26.84897 -10.04773 -1.193
C -4.01509 27.27653 -15.74545 -0.446
H 1.87999 24.83094 -10.44071 0.005
H 4.20391 22.18347 -14.91300 0.236
C -5.03984 17.61272 -11.44337 -1.529
H -5.68571 27.92733 -13.78835 0.217
H -0.14203 25.89457 -4.64611 0.335
F 0.22350 25.38780 -14.82675 -0.530
F -0.30956 23.91959 -11.56809 -0.541
H 2.56745 26.18748 -8.28887 0.272
O 2.75702 28.70857 -14.28716 -0.415
H -2.32762 20.18545 -12.69249 0.269
H 3.17090 21.74093 -12.18440 0.240
H -2.01268 25.55922 -15.68270 0.112
C 0.48282 26.11107 -7.89207 -0.397
H 0.94859 26.60564 -10.84286 -0.093
H -6.61659 28.07101 -15.23624 0.328
H -3.52463 29.48720 -6.56407 0.384
C 4.99877 27.39478 -15.51483 -1.493
H 3.29262 27.08391 -13.07445 -0.181
C 5.69706 21.88058 -13.36177 -0.784
H 6.31337 26.42190 -14.04932 0.226
C -4.65282 19.44921 -13.13819 -0.764
H -0.81368 26.77943 -5.89091 0.019
H 7.82953 22.04280 -12.13960 0.322
H 6.77948 27.59410 -13.16672 0.308
H -1.19529 25.04767 -5.65195 0.288
C 1.66543 25.88390 -8.82433 0.469
H -3.86587 26.79911 -14.77354 0.082
H -5.94386 17.55558 -12.05577 0.333
H 0.86169 24.21605 -9.60501 0.391
H -3.72069 28.78419 -11.51792 0.388
H -6.16645 29.53313 -14.42444 0.260
O -4.24096 20.74514 -13.50156 -0.305
H 5.52025 28.91687 -14.11895 0.385
H -2.50349 21.78863 -12.95582 0.112
C -5.79825 28.54214 -14.68364 -0.665
H 5.73557 20.81405 -13.60049 0.300
N 5.95426 27.02623 -13.32139 -0.627
H 8.67343 23.16366 -13.28964 0.247
H -5.31398 17.46618 -10.39972 0.378
H -3.02530 28.14621 -5.69192 0.317
H 7.27410 23.65502 -12.27170 0.333
H -2.12101 28.21697 -15.94964 0.079
H 0.90627 27.91527 -14.48470 0.132
H -4.69223 26.50467 -8.67385 0.290
H 3.49812 24.40021 -14.21315 0.142
C 7.72177 22.85246 -12.86292 -0.756
O 0.58688 25.50765 -6.64710 -0.429
O -2.64261 27.90307 -7.70114 -0.203
H 4.37381 27.99098 -16.17946 0.369
H -2.95166 26.53593 -9.73867 0.144
H -0.92705 26.27777 -16.61130 0.288
O 6.76645 22.57638 -13.90787 -0.319
H 5.64185 21.92968 -12.27128 0.438
N 1.81428 24.54463 -9.47140 -0.714
H -2.43519 27.96451 -11.61339 0.032
F -0.69628 26.27026 -12.48548 -0.617
H -2.87982 27.06617 -18.64691 0.368
As -0.09765 24.69020 -13.19213 2.186
H 1.33277 27.82800 -9.68129 0.679
H -5.45658 26.84680 -10.00791 0.290
H 5.10576 24.44486 -14.13648 0.202
F -1.63848 24.13907 -13.75516 -0.479
H -5.72307 19.52641 -13.35095 0.309
H -0.46810 25.77124 -8.31437 0.176
H -3.26400 29.42524 -8.93457 0.518
C -2.68405 27.43521 -16.46442 1.005
H -5.23984 20.75442 -11.26413 0.315
O -4.64879 28.52988 -15.52591 -0.330
C 1.38320 28.69462 -13.88691 -0.524
C -4.56088 19.04189 -11.66311 0.574
H 0.38843 27.19312 -7.75743 0.274
H -3.57095 28.46015 -18.14569 0.354
H 2.64758 26.95248 -10.48618 0.403
H -1.79205 28.47166 -18.06160 0.341
C -3.46171 27.73784 -11.31666 -1.222
C 4.28774 23.94872 -13.60990 -0.716
C -2.69165 28.49635 -8.98684 -0.798
H 1.05227 29.66871 -14.24529 0.337
H -4.08042 27.07592 -11.91720 0.415
N -5.44842 19.86307 -10.82255 -0.778
C -2.68242 27.85988 -17.92719 -1.495
H -4.70059 26.62664 -16.29658 0.288
C 5.05350 27.93350 -14.03578 0.300
H 5.99022 27.18619 -15.91845 0.483
H 1.20700 28.41296 -12.84839 0.198
H -4.20002 18.76065 -13.85602 0.328
N 3.17528 21.84432 -13.18810 -0.607
H -1.85852 29.38109 -6.24207 0.348
```

***

Entry 5:
Density functional theory data (ωB97M-V/def2-TZVPD) for a structure of composition C6H9CdO5.

As for the net charge: +1. Its largest force on an atom is 3.24 eV/Å. The LUMO energy is -4.63 eV. The total energy comes out at -777.5552 hartree. The HOMO energy comes out at -12.61 eV. The calculation puts the frontier orbital gap at 7.98 eV.

```
21
Properties=species:S:1:pos:R:3:mulliken_charge:R:1
H -0.47746 -2.46874 -1.22346 0.284
C -0.81881 1.85323 -0.19449 -0.446
H -3.16961 -0.12969 1.14677 0.296
Cd 0.28962 -0.10549 1.09303 0.951
H -1.09871 2.76020 0.36357 0.431
O 1.24725 1.16051 -1.36499 -0.108
C 0.66592 1.64059 -0.07632 -0.392
O -1.44591 0.73261 0.49014 -0.307
H 1.19292 2.57974 0.10144 0.478
H -3.34564 0.89662 -0.31410 0.252
C 3.07341 -1.54101 1.84992 0.708
O 4.04221 -2.17280 1.78988 -0.223
H 1.05316 -2.34668 -2.25951 0.259
C 1.54104 -0.06629 -1.58367 -0.382
O 0.72605 -0.86626 -0.85640 0.110
C -2.84770 0.79711 0.66080 -0.677
H -1.21025 1.90199 -1.22328 0.339
O 1.99012 -1.16957 2.13603 -0.481
H -3.11125 1.65767 1.29368 0.277
C 0.59126 -2.23742 -1.27431 -0.614
H 1.11238 -2.87632 -0.55473 0.246
```

***

Entry 6:
Density functional theory data (ωB97M-V/def2-TZVPD) for a cluster of 2 separate species, C7H10NOS in total.

As for the net charge: +1. Its largest force on an atom is 4.94 eV/Å. The value obtained for the energy relative to the best compared isomer or geometry (same formula, charge and spin) is 427.5 kJ/mol. The LUMO energy (spin up / spin down) is -6.95 / -5.07 eV. The total energy comes out at -800.4748 hartree. The HOMO energy (spin up / spin down) comes out at -13.85 / -13.84 eV. The calculation puts the frontier orbital gap (spin up / spin down) at 6.90 / 8.77 eV.

```
20
Properties=species:S:1:pos:R:3:mulliken_charge:R:1
N -2.40377 1.96286 1.18387 -0.456
H -1.48595 2.19089 1.52841 0.277
C 2.32607 -1.31967 -0.08233 -0.581
H 2.85179 -2.27340 -0.01195 0.347
H -3.05446 1.72764 1.89783 0.269
H 4.02200 -0.07329 0.22072 0.450
H 0.41860 1.89894 0.38478 0.427
H 0.48994 -2.44040 0.00531 0.316
C 0.17060 -0.24187 -0.00158 0.565
C 2.98494 -0.11432 0.14027 -0.337
C -2.30955 -0.39906 -1.52508 -0.776
O -1.96240 -1.56574 0.85938 -0.432
H -1.79384 0.26434 -2.31223 0.330
C 0.95500 -1.41794 0.08351 -0.477
H 2.70757 1.94199 0.43378 0.435
C 0.82816 1.00295 0.13682 -0.240
H -3.31266 -0.27954 -1.49952 0.367
C 2.24018 1.02393 0.26015 -0.559
S -1.60551 -0.41517 0.09038 0.718
H -2.06672 -1.47315 -1.79252 0.356
```

***

Entry 7:
Density functional theory data (ωB97M-V/def2-TZVPD) for a cluster of 4 separate species, C8H16Br6F4Si in total.

Its largest force on an atom is 1.67 eV/Å. Its structure (SMILES) is FC(F)C(F)(F)[SiH3].BrCCBr.BrCCBr.BrCCBr. The LUMO energy is 0.28 eV. The total energy comes out at -16447.4312 hartree. The HOMO energy comes out at -9.99 eV. The calculation puts the frontier orbital gap at 10.27 eV.

```
35
Properties=species:S:1:pos:R:3:mulliken_charge:R:1
H 2.53080 -0.34648 0.39883 -0.119
C -0.03640 1.57474 6.11985 -0.557
C 2.63546 1.48770 -4.29940 -0.546
Si 1.25882 -0.91007 -0.08992 0.539
F -0.32107 0.44925 3.28950 -0.231
F 0.61330 1.27865 1.52756 -0.286
H 1.64578 0.40679 6.74662 0.350
C -3.82792 -2.53065 -4.10276 -0.647
C 1.08761 1.28068 7.07579 -0.516
Br -1.10012 -3.13799 -3.46424 -0.131
Br 2.38592 2.73009 7.12752 -0.141
F -1.01595 -1.71210 1.24724 -0.289
H 2.50658 0.80401 -5.13208 0.369
C -2.42562 -2.13194 -4.47631 -0.425
H 3.16457 2.37604 -4.63746 0.342
Br -4.32092 -4.24344 -4.88354 -0.139
C 0.14671 -1.05714 1.50041 0.684
H -4.54468 -1.81564 -4.50100 0.364
H 1.46592 2.32081 -2.67107 0.365
H -3.96620 -2.62248 -3.03038 0.376
F 0.79793 -1.63674 2.52635 -0.276
H 0.76474 2.53868 -4.28544 0.354
H -2.24790 -1.08789 -4.22735 0.171
C -0.27696 0.36532 1.96798 0.063
C 1.33333 1.86499 -3.64806 -0.596
H 0.74499 1.12927 8.09416 0.385
Br 3.83202 0.61874 -3.03410 -0.136
H -1.23043 0.60541 1.50344 0.243
H -2.20706 -2.29392 -5.52673 0.373
Br 0.19875 0.30583 -3.39317 -0.074
H 0.58258 0.07517 -0.94102 -0.215
H 0.30843 1.98238 5.17697 0.326
H 1.43184 -2.20869 -0.75585 -0.146
Br -1.29284 2.86260 6.86535 -0.131
H -0.62200 0.67806 5.93234 0.299
```

***

Entry 8:
Density functional theory data (ωB97M-V/def2-TZVPD) for a structure of composition C17H16N3O4ReS.

The expectation value of S² is 0.79. As for the net charge: +3. Its largest force on an atom is 3.50 eV/Å. The multiplicity is 2. The LUMO energy (spin up / spin down) is -11.91 / -11.98 eV. The total energy comes out at -1598.1909 hartree. The HOMO energy (spin up / spin down) comes out at -17.73 / -17.75 eV. The calculation puts the frontier orbital gap (spin up / spin down) at 5.82 / 5.77 eV.

```
42
Properties=species:S:1:pos:R:3:mulliken_charge:R:1
C 1.72780 -0.55700 -2.33800 0.703
C -1.63940 4.17830 0.00620 0.972
H 4.46960 -1.20430 -2.16510 0.632
H -3.08890 5.76570 0.03310 0.467
H 1.60280 5.09690 -0.00550 0.469
H -0.83820 -2.40420 0.99780 0.339
C 4.04240 -0.88940 1.19160 -0.797
H 4.59240 -0.92770 2.12160 0.365
C -2.57360 1.93360 -0.01470 0.806
O 2.18940 -0.32140 3.57110 -0.406
H 3.09870 -0.57730 3.80790 0.351
O 2.24830 -0.74410 -3.49330 -0.365
H 2.48830 1.99600 0.89150 0.189
H -1.23010 -2.29890 -0.57800 0.364
C 2.63360 -0.73850 -1.15810 0.168
H 2.99270 3.36120 -0.10020 0.499
H 5.75090 -1.36860 -0.03050 0.499
H -4.71570 1.80520 0.02770 0.500
C -4.05560 3.84980 0.02010 -0.873
C 2.68330 -0.58170 1.17320 0.879
C -1.41520 2.77130 0.00000 -0.074
H -5.05800 4.25510 0.02210 0.446
C 4.69730 -1.12380 -0.01440 -0.913
N -0.46660 -2.12660 0.08450 -0.666
C 3.98920 -1.04360 -1.21140 -0.592
C -0.51800 5.02760 0.00690 -0.751
H 1.67560 -0.60060 -4.27700 0.446
H -0.64890 6.09730 0.01710 0.518
N 2.00610 -0.51100 0.00870 -0.016
C -2.95790 4.69110 0.01630 -0.685
C -3.86620 2.47430 0.01870 -0.497
H 2.43810 1.88750 -0.88870 0.183
Re 0.00570 0.04610 0.03890 1.466
N -0.15660 2.23550 -0.00170 -0.015
O 0.62550 0.07820 2.10380 -0.658
H 0.26430 -2.80170 -0.14500 0.289
C 1.80110 -0.26210 2.34620 0.673
C 0.73060 4.46610 -0.00750 -1.055
O 0.54640 -0.21810 -2.13870 -0.733
C 2.28130 2.53950 -0.03000 -1.089
S -2.41000 0.23520 -0.16210 -0.250
C 0.88860 3.07300 -0.01440 1.212
```